DFT (the ωB97M-V functional and the def2-TZVPD basis) results for C67H140F22N14NaO28S14 as an isolated structure in a non-equilibrium geometry.

Properties
HOMO = -9.9 eV
gap between HOMO and LUMO = 7.50 eV
LUMO level = -2.40 eV
energy above the lowest of the compared OMol25 structures with the same formula, charge and spin = 0.000 eV
charge = +1
max |F| = 10.33 eV Å⁻¹

CARTESIAN COORDINATES (ANGSTROEM)
Na  1.28527  -1.93852  -16.31960
C  -5.29139  3.17336  -12.40505
C  -4.91901  1.70517  -12.84117
C  -4.25193  0.89448  -11.71542
N  -4.21889  -0.66660  -12.04450
C  -5.51817  -1.37949  -11.79623
C  -5.69650  -1.47802  -10.19036
C  -4.53189  -2.14949  -9.48994
C  -3.22498  -1.43440  -9.73962
C  -3.04788  -1.37114  -11.30580
C  -3.71017  -0.82077  -13.55418
H  -5.93606  3.13007  -11.52719
H  -5.92589  3.67769  -13.13386
H  -4.48104  3.83480  -12.09857
H  -4.20927  1.84478  -13.65658
H  -5.86228  1.34484  -13.25166
H  -4.57055  1.04936  -10.68460
H  -3.22011  1.20768  -11.87460
H  -6.32249  -0.85008  -12.30700
H  -5.41470  -2.43184  -12.06072
H  -5.80762  -0.44026  -9.87605
H  -6.56470  -2.07381  -9.90861
H  -4.76225  -2.12889  -8.42476
H  -4.49134  -3.19483  -9.79607
H  -3.24433  -0.48357  -9.20704
H  -2.49393  -2.05058  -9.21618
H  -2.13872  -0.84438  -11.59573
H  -3.01189  -2.40941  -11.63565
H  -3.68574  -1.89769  -13.72070
H  -2.78334  -0.25279  -13.63476
H  -4.43197  -0.50972  -14.30939
C  -0.15126  -4.33503  -11.17034
C  0.44195  -3.77641  -9.81331
C  1.87820  -3.32101  -9.94093
N  2.53072  -2.62155  -8.67066
C  1.54989  -1.70268  -7.94020
C  2.31115  -0.72870  -6.96892
C  3.48704  0.00397  -7.66151
C  4.47057  -0.98446  -8.28972
C  3.77487  -1.90783  -9.32017
C  3.08998  -3.76801  -7.91624
H  0.25226  -5.32145  -11.39889
H  0.06884  -3.65617  -11.99424
H  -1.22448  -4.50985  -11.09461
H  0.28839  -4.49328  -9.00671
H  -0.24775  -2.93707  -9.72439
H  1.82895  -2.49665  -10.65234
H  2.53172  -4.12422  -10.28135
H  1.08012  -1.01844  -8.64676
H  0.78160  -2.24373  -7.38784
H  1.69383  -0.01758  -6.41998
H  2.76192  -1.44488  -6.28190
H  3.19000  0.72888  -8.41939
H  4.04705  0.56310  -6.91193
H  5.26938  -0.47662  -8.83019
H  4.94112  -1.51667  -7.46302
H  3.49446  -1.30930  -10.18691
H  4.40611  -2.64106  -9.82217
H  3.70427  -4.32257  -8.62561
H  2.29221  -4.38000  -7.49536
H  3.65580  -3.44918  -7.04086
C  5.98242  2.51447  -16.43529
C  6.86775  1.55501  -15.72214
C  6.13582  0.72371  -14.67164
N  7.03780  -0.33209  -13.93174
C  7.94612  0.49843  -13.09381
C  8.65258  -0.36652  -11.95281
C  7.63747  -1.21104  -11.08350
C  6.84716  -2.08720  -12.05300
C  6.09786  -1.21107  -13.08630
C  7.93509  -1.14212  -14.91360
H  5.40880  3.03655  -15.66947
H  5.38125  1.96089  -17.15657
H  6.64412  3.17396  -16.99683
H  7.76652  2.01561  -15.31206
H  7.32526  0.99288  -16.53626
H  5.36335  0.10980  -15.13481
H  5.72607  1.37209  -13.89717
H  7.38985  1.26801  -12.55864
H  8.68669  0.96653  -13.74230
H  9.32193  0.29668  -11.40488
H  9.41960  -0.95288  -12.45873
H  6.98285  -0.46246  -10.63719
H  8.09821  -1.82987  -10.31351
H  6.09352  -2.67811  -11.53247
H  7.49696  -2.83906  -12.50083
H  5.41538  -0.52685  -12.58217
H  5.59021  -1.86715  -13.79336
H  7.23794  -1.80298  -15.42873
H  8.54216  -1.77503  -14.26631
H  8.60166  -0.50153  -15.49104
C  -6.59889  2.77542  -16.52346
C  -5.51483  2.60094  -17.58167
C  -5.54384  1.17693  -18.14516
N  -4.45496  0.88548  -19.24475
C  -4.41001  -0.69798  -19.53224
C  -3.67928  -1.16321  -20.74423
C  -4.12209  -0.35907  -22.13082
C  -3.99572  1.17839  -21.84736
C  -4.77658  1.59819  -20.57904
C  -2.99567  1.24221  -18.71196
H  -6.55031  1.93737  -15.82819
H  -7.52019  2.56980  -17.06847
H  -6.55280  3.64981  -15.87430
H  -4.54022  2.98738  -17.28348
H  -5.70792  3.23056  -18.45023
H  -6.48253  1.01318  -18.67445
H  -5.38687  0.36870  -17.43086
H  -5.44835  -0.91393  -19.78387
H  -4.06227  -1.22388  -18.64308
H  -3.80446  -2.22871  -20.93693
H  -2.60137  -1.16141  -20.58229
H  -5.14948  -0.45276  -22.48268
H  -3.67830  -0.53598  -23.11054
H  -4.49796  1.73098  -22.64140
H  -2.97572  1.49647  -22.06304
H  -5.83414  1.53034  -20.83414
H  -4.49109  2.63208  -20.38497
H  -2.70316  2.27929  -18.54759
H  -2.36245  0.78909  -19.47472
H  -3.08075  0.72995  -17.75360
C  -2.29826  4.14337  -14.72058
C  -1.22533  5.14143  -14.34081
C  -0.45985  5.00703  -13.00440
N  0.75718  5.94911  -12.94191
C  1.27348  6.10392  -11.45190
C  0.56475  7.10953  -10.65487
C  0.44809  8.45844  -11.32479
C  -0.11228  8.25148  -12.79057
C  0.77104  7.31997  -13.61747
C  1.88258  5.09358  -13.66602
H  -2.72361  4.47398  -15.66814
H  -3.09052  4.12293  -13.97224
H  -1.80754  3.18977  -14.91540
H  -1.54715  6.18026  -14.41397
H  -0.45802  5.12202  -15.11474
H  -0.18536  4.03426  -12.59638
H  -1.10019  5.38019  -12.20514
H  1.26692  5.10240  -11.02177
H  2.32387  6.39007  -11.50563
H  -0.46340  6.79398  -10.47759
H  1.07254  7.19908  -9.69454
H  -0.26436  8.93319  -10.65017
H  1.35719  9.05972  -11.33514
H  -1.14716  7.92663  -12.68295
H  -0.09181  9.20942  -13.31023
H  0.34614  7.26971  -14.61999
H  1.72636  7.84421  -13.64241
H  2.06197  4.20064  -13.06719
H  2.79015  5.69723  -13.67145
H  1.61629  4.87807  -14.70078
C  -1.10719  -3.93783  -21.09547
C  -1.99001  -5.15415  -21.11976
C  -2.02325  -5.84570  -19.71866
N  -3.06676  -7.01153  -19.50628
C  -2.57669  -7.80287  -18.25826
C  -3.28404  -9.26432  -18.02069
C  -3.38290  -10.09644  -19.28750
C  -3.85476  -9.27779  -20.49504
C  -3.04182  -7.99335  -20.68310
C  -4.49326  -6.48995  -19.38616
H  -0.86528  -3.50783  -22.06741
H  -0.16012  -4.27204  -20.67183
H  -1.39122  -3.18368  -20.36151
H  -1.57515  -5.82761  -21.86972
H  -2.96781  -4.83318  -21.47891
H  -2.10447  -5.16419  -18.87187
H  -1.04108  -6.28888  -19.55425
H  -1.55504  -8.05113  -18.54581
H  -2.59156  -7.18201  -17.36248
H  -2.84781  -9.78194  -17.16636
H  -4.33575  -9.17148  -17.74980
H  -2.31880  -10.31078  -19.38678
H  -3.79577  -11.08586  -19.09081
H  -3.85018  -9.96871  -21.33808
H  -4.90371  -9.03012  -20.33234
H  -1.99346  -8.20447  -20.89400
H  -3.37980  -7.39640  -21.53017
H  -4.55781  -5.79096  -18.55229
H  -5.20454  -7.26750  -19.10757
H  -4.87441  -5.99108  -20.27719
C  4.17544  3.45047  -19.77049
C  4.10794  2.96461  -21.24289
C  3.58134  1.55306  -21.47022
N  3.02808  1.14681  -22.91666
C  2.55763  -0.41807  -22.96378
C  1.31790  -0.64556  -21.93001
C  0.11696  0.27802  -22.40426
C  0.58764  1.71871  -22.43515
C  1.81922  2.06766  -23.30552
C  4.10042  1.43418  -24.04340
H  3.17876  3.15726  -19.44072
H  4.50007  4.49027  -19.73128
H  5.04362  3.05902  -19.24027
H  5.04232  2.97045  -21.80415
H  3.43101  3.58979  -21.82515
H  2.67772  1.31187  -20.91042
H  4.29588  0.83481  -21.06816
H  3.47934  -0.97957  -22.81123
H  2.30373  -0.58753  -24.01016
H  1.50326  -0.54268  -20.86082
H  1.07741  -1.70647  -21.99867
H  -0.68062  0.19372  -21.66612
H  -0.26838  -0.10560  -23.34896
H  0.82317  2.14564  -21.46029
H  -0.22583  2.41097  -22.65229
H  2.07563  3.12311  -23.39701
H  1.56546  1.62586  -24.26912
H  3.71107  1.37592  -25.05982
H  4.95103  0.76380  -23.92032
H  4.47136  2.45613  -23.96515
N  -1.07364  2.82681  -7.63133
S  -0.18752  2.97270  -9.12980
O  -1.09021  2.87122  -10.28486
O  1.23743  2.54951  -9.21088
F  -0.19275  4.57623  -9.04108
S  -1.76808  1.56322  -7.93421
O  -1.06745  0.33296  -8.16041
O  -3.05650  1.73380  -8.65591
F  -2.25657  1.21339  -6.41828
N  5.63606  4.52856  -9.49126
S  4.90889  3.32506  -10.54292
O  3.86752  3.78486  -11.39884
O  4.85346  2.01271  -9.96205
F  6.15164  3.10566  -11.51555
S  4.36720  4.88596  -8.84187
O  3.54700  3.81214  -8.19218
O  3.73059  6.05709  -9.36134
F  5.06006  5.49695  -7.50776
N  -0.48669  -3.36562  -16.66461
S  -1.34738  -4.22066  -15.52046
O  -2.23060  -5.27603  -16.08363
O  -1.81678  -3.55534  -14.33036
F  0.01968  -5.01377  -15.08130
S  -1.76593  -2.53209  -17.06480
O  -2.06800  -1.46245  -16.13239
O  -2.81963  -3.17169  -17.87840
F  -1.02821  -1.71533  -18.27567
N  3.00381  -3.34078  -17.65275
S  3.62633  -3.11192  -19.08030
O  4.65257  -4.00634  -19.58709
O  3.71062  -1.70543  -19.45167
F  2.30118  -3.61157  -19.90201
S  4.48609  -3.21088  -16.81850
O  5.03508  -1.89565  -16.56606
O  5.50491  -4.26642  -16.89953
F  3.93358  -3.47716  -15.34691
N  -1.13884  6.43816  -19.78580
S  -2.22449  6.19572  -18.78860
O  -1.90715  6.54058  -17.39290
O  -3.15399  5.09964  -18.97279
F  -3.18660  7.40000  -19.36314
S  -0.48796  4.90818  -19.49264
O  -0.98918  3.77691  -20.21457
O  0.02811  4.68200  -18.11256
F  0.87489  5.28731  -20.24512
C  2.17348  0.38834  -13.08399
F  2.40272  1.31026  -12.24064
F  3.13232  0.49447  -13.97418
F  2.16697  -0.78401  -12.39661
S  0.41762  0.56261  -13.86249
O  -0.33556  -0.48583  -13.21361
O  -0.25772  1.82033  -13.57055
N  0.76611  0.23219  -15.51188
S  0.52569  1.65362  -16.12602
O  -0.82382  1.86155  -16.56573
O  1.08985  2.78716  -15.47100
C  1.58108  1.41415  -17.71023
F  2.83469  1.51013  -17.38550
F  1.46639  0.21339  -18.27902
F  1.15066  2.25923  -18.60722
C  7.60849  -7.23902  -9.76067
F  8.44052  -6.64114  -8.91493
F  8.26403  -8.11413  -10.50612
F  6.48648  -7.74538  -9.08234
S  6.79043  -5.84523  -10.86222
O  6.24849  -4.94359  -9.86891
O  7.84072  -5.28212  -11.69049
N  5.60649  -6.79231  -11.73194
S  5.05595  -5.64408  -12.55507
O  4.36744  -4.50425  -11.96150
O  5.94271  -5.28569  -13.67552
C  3.58402  -6.73232  -13.37002
F  3.91548  -7.64357  -14.27444
F  2.82250  -7.26669  -12.48321
F  2.77209  -5.87536  -13.98564